No. 1
Below is an isolated molecule of C2H2ClNS2 at a distorted geometry, with properties calculated with the ωB97M-V functional and the def2-TZVPD basis.

The geometry in XYZ format:
```
8
C2H2ClNS2 the ωB97M-V functional and the def2-TZVPD basis
C 0.313 -0.046 0.511
N -1.062 -0.095 -1.748
C 0.126 1.202 0.053
Cl 0.411 -2.856 1.056
S -0.250 -1.450 -0.312
H 0.619 -0.097 1.486
S -0.706 1.342 -1.554
H 0.549 2.000 0.508
```

Properties
Lowest unoccupied orbital energy (alpha / beta): -0.0478 / -0.0478 Ha
HOMO-LUMO gap (alpha / beta): 7.80 / 7.80 eV
2S+1: 1

Quick look at the natural (NBO) charges, all values in e:
1. C -0.360
2. N -0.778
3. C -0.484
4. Cl -0.307
5. S 0.546
6. H 0.246
7. S 0.917
8. H 0.219



No. 2
Below is a cluster of 6 separate species, C80H180O4P5S in total at a distorted geometry, with properties calculated with the ωB97M-V functional and the def2-TZVPD basis.

The geometry in XYZ format:
```
270
C80H180O4P5S the ωB97M-V functional and the def2-TZVPD basis
C -0.520 -3.228 4.143
H -6.288 1.553 5.528
C -4.420 10.642 -0.167
C -4.627 0.351 4.884
O -0.263 -3.263 0.309
C -2.825 -5.061 1.957
H -4.135 -4.010 5.012
C -0.320 7.835 -3.838
H -0.740 8.686 -4.375
H 1.967 -1.988 4.050
H -1.378 1.285 2.536
H 6.366 3.457 1.124
C 1.496 10.652 -2.621
H -4.162 -7.376 -3.268
C 1.685 -2.402 5.018
H 3.246 7.396 -5.972
C -2.132 8.429 -1.479
C -0.853 1.050 -2.510
H 2.741 1.384 -0.100
H -4.697 -0.186 -5.408
H -4.838 -1.810 4.662
H -1.288 -4.586 -1.212
H 4.717 -6.372 3.592
H 0.964 -6.745 0.557
O 0.202 -1.027 -0.361
H 0.799 0.414 4.837
H 0.461 6.320 -5.962
H 3.346 -3.841 4.951
H -0.782 -5.064 -2.782
H -1.725 2.377 3.793
H 4.569 -0.802 -1.457
H -0.125 5.676 -2.089
C -3.657 -7.469 1.936
H 3.521 -5.232 0.181
C 5.605 3.806 1.821
C -3.095 -3.630 2.401
H 3.181 -7.034 0.169
C 1.801 1.423 6.462
H -6.566 0.717 3.983
C 0.195 10.210 -1.960
H -3.294 3.014 -0.036
H -4.263 0.284 5.909
H -1.848 -1.659 -1.238
H -6.219 -3.348 -1.893
H 0.279 10.520 -0.919
H 2.507 2.183 6.796
H 2.423 -3.477 -4.021
C 1.519 1.217 4.999
C 4.417 -1.465 2.047
H 2.410 -0.321 -0.389
H -3.058 -2.994 7.018
C -1.547 2.346 2.719
H -4.371 -0.888 3.165
C 4.265 0.234 -1.305
H 5.497 1.157 2.825
H -0.981 5.708 -0.716
C 1.273 -7.114 -3.731
C 1.935 -6.765 -2.411
C -2.840 -1.326 4.420
H -3.145 0.585 0.500
O 1.499 -2.067 1.265
H -3.951 9.071 1.304
H 7.103 -3.376 -0.499
H -0.044 -1.336 5.192
H -0.980 6.968 -3.842
H 2.051 0.503 6.991
C 4.004 10.206 -2.785
H -2.742 -5.165 4.823
H 1.741 8.376 -4.091
H -2.318 -5.078 0.993
C -4.258 -0.987 4.244
C 2.749 0.814 4.176
H 0.656 3.909 -0.464
H 1.249 6.140 1.509
P -2.432 0.546 -1.668
C -4.054 -5.996 2.016
H 2.992 -8.087 -4.599
H -3.760 -3.638 9.103
C 4.765 -6.255 2.510
H 2.950 -5.094 2.507
C -2.652 2.890 1.799
H -1.728 -4.066 6.863
H 4.200 -2.915 -0.215
C -5.438 -3.871 -1.339
H -2.406 7.375 -1.432
H 6.956 4.738 3.150
H -3.881 2.339 -2.117
H 1.029 0.756 -4.905
H 5.415 4.786 1.384
H -2.994 -5.946 7.356
H 1.666 1.311 2.311
H 1.021 2.103 4.605
C 2.486 6.695 -6.318
H 1.134 -1.759 -5.691
H 6.115 -2.462 -1.610
H 4.092 2.836 0.697
H 1.439 6.673 -3.732
H -2.610 -8.116 -3.583
H -0.574 10.822 -2.431
H 1.289 -8.016 -6.518
H -4.581 -5.795 1.083
H 1.340 -6.370 -4.525
H -2.892 -6.285 -3.840
H -1.568 2.990 -3.534
H -4.703 -5.819 2.873
H 5.648 1.404 -3.658
H 1.329 10.320 -3.646
H -2.156 -5.543 2.670
C 0.553 7.293 -0.903
C 1.243 5.108 1.159
H 0.427 7.645 0.121
C 0.748 1.773 -5.175
C 4.860 1.365 1.966
H -2.773 -2.941 1.620
H -3.583 -3.498 -2.494
H -0.778 -7.620 -1.663
H -3.066 -7.769 2.802
P 1.081 -5.383 -1.346
H 1.497 11.742 -2.587
C 0.202 -1.957 -5.161
H -0.306 -2.795 -5.639
H -7.065 1.624 -4.206
H 0.065 -8.896 -5.529
C -3.792 9.291 0.249
H -6.301 1.552 -5.838
H 0.467 3.693 -4.470
H 2.747 0.348 -2.910
H -4.786 -1.354 -1.825
P -0.440 8.452 -2.031
H 1.900 -4.601 4.564
H -4.539 -4.925 7.368
C 6.102 -3.308 -0.924
C -4.049 -3.313 -1.527
C -3.088 -7.190 -3.264
C 0.627 -2.320 -3.719
H -0.689 0.290 -3.274
C 1.476 -3.562 -3.489
H 4.273 11.262 -2.811
H -4.817 0.865 -1.882
H 5.544 4.008 4.004
C -2.792 -3.983 6.643
C -6.467 1.029 -4.897
H -4.401 10.800 -1.245
H -1.387 0.618 0.444
H 1.524 -9.637 -6.134
C -3.462 -4.975 7.524
H 1.512 2.819 -3.416
C 4.458 2.856 1.723
C 5.169 -3.050 0.268
C 2.959 -6.062 0.608
H -2.175 -0.581 3.981
C 5.513 -1.831 1.080
H -1.411 -7.011 -0.253
H -5.369 -4.892 -1.714
H -3.417 -3.865 -0.832
C 1.103 7.524 -4.324
H -0.075 -3.048 3.164
S 0.163 -1.946 0.758
H -0.119 1.552 -5.798
C 2.283 0.534 2.761
H 5.583 1.128 1.185
C -4.025 1.215 -3.956
H 5.838 -1.025 0.422
H 2.741 10.090 -0.991
H 2.603 8.856 -2.128
H 5.211 -7.186 2.161
H 5.166 0.752 -0.976
H 0.760 8.002 -6.292
P -2.294 -3.006 3.912
H 2.782 5.673 -6.076
C -3.288 -4.614 8.989
H 2.146 -7.671 -1.842
H 4.911 -1.237 2.991
C 2.708 9.939 -2.070
C -2.767 -6.921 -1.747
H -3.754 -5.388 9.598
C 1.818 -3.814 -2.016
H 2.018 -9.241 -3.791
H -2.579 -1.487 -2.834
C 1.127 -8.719 -5.701
H -1.830 10.082 -0.115
H -5.341 -0.555 -3.923
H -7.163 0.292 -5.297
H -1.573 3.152 -0.107
C 1.951 -8.343 -4.406
H 2.025 4.830 -0.857
H 1.113 -5.063 1.081
H -4.128 1.215 4.445
H -4.578 -8.045 1.855
C -5.132 0.316 -4.544
C 0.194 -2.399 5.234
C -3.068 -4.179 5.154
C 1.060 4.916 -0.357
H 0.914 -4.412 -3.875
H -2.711 8.974 -2.225
H -3.644 2.627 2.166
H 0.467 4.493 1.615
C 0.570 2.736 -3.957
H -2.582 3.956 2.018
H 5.127 -3.947 0.885
H 1.264 -3.076 -1.436
H 2.099 -1.887 5.885
C 1.150 7.139 -5.752
H 6.782 2.967 3.199
P 3.623 0.105 1.619
H 2.170 4.593 1.411
H -0.596 3.221 -2.196
H -5.389 10.584 0.331
H -3.412 -6.096 -1.446
H -5.877 -3.883 -0.342
H 2.902 -6.292 -2.578
H 1.592 7.465 -1.185
H 2.573 -6.762 2.603
C 2.285 -3.804 5.200
H -6.670 -0.175 5.408
H -0.656 2.919 2.458
H -2.239 -4.525 9.273
H -1.747 8.565 0.614
H 3.285 0.045 4.732
H 2.211 -4.093 6.249
C -0.707 -5.347 -1.732
H -0.255 0.895 -1.613
H 5.468 -5.468 2.233
H 1.017 -1.439 -3.209
H 3.732 -2.298 2.207
H 1.527 -0.250 2.710
H -3.132 -7.795 -1.207
H -0.365 -2.483 -3.297
H -2.683 -1.223 5.494
H -0.387 -1.044 -5.251
C -4.005 -1.772 -1.190
H 0.209 -7.313 -3.601
O -0.776 -1.402 1.789
C -2.289 1.083 0.046
C 4.713 0.870 -3.828
C 0.059 5.819 -1.024
H 4.874 9.688 -2.382
H 3.489 1.613 4.127
H 0.820 1.760 6.797
H 3.901 9.967 -3.844
C -1.337 -6.753 -1.309
H 3.685 3.248 2.385
C 3.196 0.395 -0.147
H 4.305 1.266 -4.759
H 2.369 6.745 -7.400
H -4.113 -1.531 -0.132
C -3.942 1.283 -2.378
C -6.098 0.640 4.964
H -4.265 2.214 -4.320
H -3.052 1.141 -4.441
H 5.191 -0.107 -3.890
H 1.555 2.107 -5.827
C 3.281 -6.069 2.148
C 3.673 0.865 -2.659
C 6.243 3.914 3.173
C -2.687 -1.223 -1.781
H -4.155 -3.378 2.436
H 2.887 -3.710 -1.830
C -0.697 2.550 -3.049
C -2.375 2.577 0.355
H -0.355 -4.273 4.404
C 1.475 -5.802 0.365
H 6.430 -2.028 1.635
H 6.079 -4.229 -1.507
C -2.312 9.104 -0.146
H 3.409 1.917 -2.549
H -3.803 11.357 0.377
H -4.357 8.534 -0.294
H -3.097 -7.623 1.014
H -0.003 -2.677 6.269
```

Properties
Lowest unoccupied orbital energy: -0.1839 Ha
HOMO-LUMO gap: 8.62 eV
2S+1: 1
Charge: +3

Here are the Löwdin charges for atoms 1 to 99, given in e:
1. C -0.245
2. H 0.082
3. C -0.080
4. C -0.259
5. O -0.388
6. C -0.230
7. H 0.090
8. C -0.217
9. H 0.101
10. H 0.087
11. H 0.049
12. H 0.113
13. C -0.235
14. H 0.072
15. C -0.253
16. H 0.077
17. C -0.299
18. C -0.191
19. H 0.078
20. H 0.107
21. H 0.117
22. H 0.056
23. H 0.073
24. H 0.101
25. O -0.392
26. H 0.083
27. H 0.112
28. H 0.070
29. H 0.084
30. H 0.077
31. H 0.082
32. H 0.080
33. C -0.085
34. H 0.083
35. C -0.301
36. C -0.264
37. H 0.108
38. C -0.093
39. H 0.075
40. C -0.258
41. H 0.103
42. H 0.113
43. H 0.070
44. H 0.077
45. H 0.098
46. H 0.083
47. H 0.123
48. C -0.265
49. C -0.242
50. H 0.059
51. H 0.110
52. C -0.099
53. H 0.113
54. C -0.175
55. H 0.104
56. H 0.106
57. C -0.269
58. C -0.217
59. C -0.287
60. H 0.103
61. O -0.370
62. H 0.112
63. H 0.078
64. H 0.082
65. H 0.089
66. H 0.073
67. C -0.091
68. H 0.094
69. H 0.089
70. H 0.089
71. C -0.266
72. C -0.236
73. H 0.078
74. H 0.078
75. P 1.029
76. C -0.246
77. H 0.108
78. H 0.077
79. C -0.084
80. H 0.079
81. C -0.251
82. H 0.105
83. H 0.083
84. C -0.100
85. H 0.100
86. H 0.087
87. H 0.075
88. H 0.033
89. H 0.110
90. H 0.120
91. H 0.101
92. H 0.106
93. C -0.082
94. H 0.075
95. H 0.062
96. H 0.093
97. H 0.110
98. H 0.073
99. H 0.106



No. 3
Below is a cluster of 11 separate species, C43H112N4O15 in total at a distorted geometry, with properties calculated with the ωB97M-V functional and the def2-TZVPD basis.

The geometry in XYZ format:
```
174
C43H112N4O15 the ωB97M-V functional and the def2-TZVPD basis
H -0.730 -2.253 6.749
H 0.798 -5.437 0.133
H -7.162 -0.159 2.878
H 1.462 2.727 9.933
H 0.970 7.007 3.590
O -1.437 -0.289 -6.291
H 0.617 0.097 7.029
C 3.711 -4.821 1.144
H -0.161 5.233 5.196
C 1.319 1.725 9.530
C -3.600 0.313 3.249
H 3.547 -3.793 1.465
H -1.344 -0.336 5.163
H -9.363 -0.273 1.883
H 1.262 -1.269 4.646
H 0.436 1.355 10.050
H 2.795 3.858 1.924
H -10.051 1.812 1.288
C -1.941 -0.445 9.079
N 4.262 -0.569 -7.935
O 2.030 -1.700 4.265
H 0.551 4.327 2.235
H 1.231 -6.792 2.527
H 3.271 -5.046 -7.297
O -7.766 -2.109 3.272
C 2.440 -5.745 1.189
H -3.920 -0.124 4.195
C -3.147 -0.135 -4.788
H -3.710 0.210 -5.655
H 1.765 -5.286 3.311
O -10.731 1.092 -0.572
N 0.248 0.381 6.133
H -2.437 1.451 1.234
H 0.194 -0.351 -4.103
H 0.756 -2.094 -1.323
C 4.064 -0.698 -9.379
C 5.223 -0.143 -10.230
C -12.075 1.555 -0.564
C -7.422 -1.056 2.316
H 4.869 1.121 0.755
H 2.553 -6.611 0.536
H -12.607 0.852 -1.205
C 1.034 0.485 0.325
H -1.718 4.154 -0.909
O 2.485 -0.779 -1.272
O 2.942 2.962 1.613
H 2.145 1.213 10.024
C -8.419 1.204 0.095
H 5.374 0.921 -10.048
H 5.300 -0.321 -4.230
H 8.269 -1.226 -10.444
H -0.458 2.260 5.411
H -8.973 -0.480 -0.621
H 4.301 -6.395 -3.737
H 4.290 -1.274 -3.305
C -0.841 -0.656 -3.948
H 4.594 -4.660 -6.380
H 1.227 2.122 5.606
H -5.808 -2.644 3.228
H 2.269 -0.814 -7.455
H 0.182 1.313 2.811
H 4.930 4.837 1.288
H 2.901 -6.632 2.984
H 1.145 6.112 5.634
H 6.058 3.543 1.226
H 3.246 0.003 -9.547
C -6.632 -2.616 3.941
C 5.012 3.780 1.033
C 3.213 -1.332 -7.284
H -1.756 -0.608 10.141
H 0.954 0.524 -1.922
H -0.058 5.925 1.724
C -9.752 1.800 0.240
C 2.946 -5.151 -5.008
H 0.791 3.375 -2.259
C -1.104 -0.128 6.205
O -2.234 0.717 3.114
H -3.486 0.443 -3.929
H 3.953 -4.522 0.124
H 5.920 -1.815 -3.620
C -1.281 3.649 -1.771
H 3.804 -1.730 -9.616
C 1.090 5.924 3.553
O 2.419 5.551 3.104
H -7.891 1.515 -0.806
C -8.594 -0.867 1.390
H 7.823 0.462 -10.744
H -0.888 -1.715 -4.203
H 4.339 2.872 3.032
H 0.413 -0.409 0.388
H 5.550 1.138 2.443
C -1.326 -1.392 7.050
C 4.688 1.341 1.808
H -0.595 1.973 -0.930
H 1.805 0.283 1.068
C 5.042 -1.370 -4.089
H 1.546 -6.100 -5.821
H -2.136 4.877 -3.320
O 1.399 1.668 8.136
C 3.752 -5.352 -6.368
H -0.891 5.003 2.933
H 0.946 -1.264 2.505
H -6.837 -3.643 4.241
H -1.572 -0.084 1.375
C 0.289 1.840 6.084
H 4.679 3.708 -0.002
H 1.666 -1.801 -2.838
H 4.194 -6.348 -6.328
C -0.375 1.627 1.929
H -6.450 -2.036 4.846
H -9.643 2.843 -0.056
C 1.717 -1.914 2.919
H -12.077 2.564 -0.975
N -8.287 -0.201 0.066
H 3.067 6.027 3.628
C 0.898 5.303 4.945
H -3.274 3.585 -2.783
C 3.917 -5.376 -3.771
H -0.653 2.642 2.213
C 0.296 2.324 7.526
H 1.395 4.373 5.219
O 6.377 -0.909 -9.963
H 4.801 -4.742 -3.702
H -1.615 1.163 -4.805
H 2.716 -1.753 2.512
H 4.963 -0.375 -11.263
H -1.909 0.632 8.918
H -1.897 0.546 6.529
H -6.662 -1.464 1.650
O 1.913 -6.104 -4.934
O -1.023 -1.283 8.427
H -2.919 -0.880 8.875
H 2.214 1.268 -1.152
C 1.656 0.333 -1.111
H -2.338 -1.771 6.905
H 0.461 3.399 7.591
C -2.236 3.839 -3.001
O 4.600 -1.880 -5.364
C 0.094 4.175 -2.009
H -4.196 1.175 2.949
C 2.045 -6.071 2.608
O 1.409 -4.980 0.715
H 4.618 -5.254 1.566
C 7.470 -0.569 -10.785
H 3.335 -2.409 -7.395
H 1.397 -2.914 2.628
H 7.204 -0.754 -11.825
H -0.697 2.121 7.927
C -1.688 0.909 1.810
H 1.162 2.292 0.979
H 0.215 4.887 -2.825
N 0.400 1.723 0.639
H 3.817 0.760 2.110
O -1.235 2.216 -1.603
H 2.197 -2.881 -1.415
C 3.483 -1.074 -5.804
C 4.268 2.755 1.951
C 0.105 5.262 2.573
H 3.654 0.000 -5.734
H 3.354 -5.241 -2.847
H -2.051 -0.030 -6.981
H -1.180 -0.289 -2.979
H 5.205 -0.833 -7.686
H -1.798 3.193 -3.762
H -7.864 1.706 0.888
H -3.246 -1.212 -4.651
H 2.626 -1.206 -5.144
H -9.046 -1.857 1.333
H 0.471 4.598 -1.078
H -12.393 1.579 0.478
H -3.842 -0.502 2.567
C -1.653 0.083 -4.947
H 2.541 -4.139 -4.987
C 1.744 -1.952 -1.761
```

Properties
Lowest unoccupied orbital energy (alpha / beta): 0.0715 / 0.0705 Ha
HOMO-LUMO gap (alpha / beta): 1.27 / 8.80 eV
2S+1: 2
Charge: -1

Here are the Löwdin charges for atoms 1 to 99, given in e:
1. H 0.121
2. H 0.099
3. H 0.121
4. H 0.079
5. H 0.114
6. O -0.060
7. H 0.093
8. C -0.035
9. H 0.051
10. C -0.143
11. C -0.126
12. H 0.061
13. H 0.097
14. H 0.103
15. H 0.036
16. H 0.077
17. H 0.050
18. H 0.112
19. C -0.144
20. N -0.072
21. O -0.110
22. H 0.047
23. H 0.074
24. H 0.063
25. O -0.213
26. C -0.505
27. H 0.074
28. C -0.067
29. H 0.075
30. H 0.083
31. O -0.214
32. N -0.038
33. H 0.121
34. H 0.067
35. H 0.084
36. C -0.207
37. C -0.219
38. C -0.098
39. C -0.205
40. H 0.084
41. H 0.137
42. H 0.089
43. C -0.215
44. H 0.121
45. O -0.176
46. O -0.083
47. H 0.085
48. C -0.285
49. H 0.125
50. H 0.080
51. H 0.090
52. H 0.116
53. H 0.097
54. H 0.070
55. H 0.069
56. C -0.052
57. H 0.060
58. H 0.104
59. H 0.075
60. H 0.131
61. H 0.123
62. H 0.059
63. H 0.074
64. H 0.042
65. H 0.067
66. H 0.116
67. C -0.133
68. C -0.055
69. C -0.198
70. H 0.085
71. H 0.096
72. H 0.063
73. C -0.226
74. C -0.444
75. H 0.074
76. C -0.226
77. O -0.236
78. H 0.079
79. H 0.057
80. H 0.085
81. C -0.467
82. H 0.114
83. C -0.469
84. O -0.182
85. H 0.120
86. C -0.180
87. H 0.084
88. H 0.094
89. H 0.129
90. H 0.103
91. H 0.086
92. C -0.219
93. C -0.055
94. H 0.009
95. H 0.095
96. C -0.097
97. H 0.081
98. H 0.066
99. O -0.176